Entry from the Open Molecules 2025 dataset: 12 unconnected molecules or ions with the total composition C13H43BN11O24P in a non-equilibrium geometry (ωB97M-V/def2-TZVPD).

Values from the calculation:
LUMO (eV): -0.50
E_HOMO (eV): -7.007

Geometry as ORCA input:
```
! RIJCOSX wB97M-V def2-TZVPD def2/J DEFGRID3
* xyz 0 1
C -2.53 -0.28 -0.69
C -1.68 -1.71 -0.78
O -0.57 -1.57 0.19
B 0.63 -2.33 -0.23
O 0.79 -3.69 0.39
P 2.00 -1.73 -1.42
H -3.06 0.00 -1.69
H -1.71 0.53 -0.36
H -3.29 -0.33 0.22
H -1.34 -1.88 -1.89
H -2.45 -2.56 -0.48
H 0.95 -3.46 1.37
H 1.10 -1.68 -2.55
H 2.25 -0.63 -0.51
H 2.78 -2.94 -1.22
H 3.02 -1.17 -2.32
C 4.97 2.18 -1.63
N 4.68 0.73 -1.46
O 4.34 0.35 -0.34
O 4.81 0.02 -2.47
H 4.82 2.68 -0.68
H 6.01 2.27 -1.96
H 4.28 2.57 -2.39
C 1.04 -5.66 -3.11
N 0.85 -4.33 -3.76
O 1.67 -4.00 -4.62
O -0.13 -3.67 -3.39
H 1.94 -6.13 -3.53
H 1.17 -5.48 -2.04
H 0.16 -6.26 -3.31
C -4.54 1.47 -4.36
N -4.75 2.42 -3.23
O -3.89 3.29 -3.05
O -5.77 2.26 -2.55
H -3.61 1.73 -4.86
H -4.48 0.47 -3.94
H -5.39 1.58 -5.04
C 5.96 5.59 1.29
N 6.58 4.58 0.39
O 6.20 4.55 -0.78
O 7.44 3.84 0.89
H 5.22 6.16 0.72
H 5.47 5.05 2.11
H 6.75 6.24 1.66
C -2.25 -4.27 -6.07
N -3.41 -3.36 -6.28
O -3.21 -2.32 -6.92
O -4.49 -3.72 -5.80
H -1.37 -3.84 -6.54
H -2.10 -4.37 -4.99
H -2.50 -5.23 -6.53
C 8.70 -0.38 -2.10
N 8.50 0.95 -2.76
O 9.32 1.28 -3.62
O 7.53 1.61 -2.39
H 9.59 -0.85 -2.52
H 8.83 -0.20 -1.03
H 7.81 -0.98 -2.30
C -0.95 2.76 -4.06
N -0.39 1.67 -3.21
O 0.51 1.97 -2.42
O -0.87 0.55 -3.37
H -0.43 3.70 -3.82
H -0.79 2.49 -5.10
H -2.02 2.84 -3.83
C -4.53 -1.26 2.24
N -5.34 -1.66 3.43
O -5.06 -1.13 4.51
O -6.22 -2.50 3.24
H -3.79 -0.52 2.56
H -4.04 -2.15 1.86
H -5.21 -0.83 1.51
C 8.81 9.86 2.57
N 7.95 8.68 2.25
O 8.05 8.20 1.12
O 7.20 8.29 3.15
H 9.42 10.09 1.69
H 8.15 10.69 2.82
H 9.45 9.58 3.41
C -6.72 -3.79 6.16
N -6.66 -4.46 7.49
O -5.57 -4.47 8.07
O -7.71 -4.95 7.92
H -5.73 -3.41 5.92
H -7.04 -4.54 5.43
H -7.44 -2.98 6.24
C -8.79 -2.93 10.02
N -9.16 -1.50 9.81
O -10.12 -1.07 10.45
O -8.46 -0.86 9.02
H -9.48 -3.37 10.74
H -8.87 -3.43 9.05
H -7.77 -2.96 10.40
*
```

Entry from the Open Molecules 2025 dataset: a molecular structure, C13H43NNbO18P4 in a non-equilibrium geometry (ωB97M-V/def2-TZVPD).

Values from the calculation:
LUMO (eV): -1.19
E_HOMO (eV): -4.705

Geometry as ORCA input:
```
! RIJCOSX wB97M-V def2-TZVPD def2/J DEFGRID3
* xyz -1 1
O -2.59 1.71 3.10
N -3.38 2.26 2.43
O -3.32 3.62 2.64
C -4.60 4.16 3.10
Nb -6.48 2.84 2.91
H -4.50 4.47 4.15
H -4.79 5.08 2.52
H -7.55 4.21 2.27
H -6.11 2.30 1.20
H -5.68 1.40 3.69
H -7.00 3.40 4.59
H -7.99 1.80 2.84
C 1.17 0.90 -2.14
O 0.59 0.46 -0.92
P 0.31 -1.19 -0.79
O -0.70 -1.28 -1.90
O -0.41 -1.07 0.66
C -0.11 0.00 1.57
O 0.36 -2.89 -0.62
C 1.32 -3.44 0.26
H 1.42 1.95 -2.04
H 2.09 0.34 -2.36
H 0.47 0.78 -2.96
H -0.73 0.87 1.35
H 0.94 0.27 1.54
H -0.35 -0.34 2.58
H 1.04 -3.23 1.30
H 2.31 -3.02 0.05
H 1.36 -4.52 0.12
C 6.04 -3.02 -3.78
O 5.95 -2.12 -2.67
P 6.41 -2.74 -1.17
O 5.30 -3.74 -1.10
O 5.98 -1.36 -0.40
C 6.00 -0.08 -1.04
O 7.14 -3.30 0.23
C 8.41 -2.73 0.58
H 5.85 -2.45 -4.69
H 7.04 -3.45 -3.84
H 5.30 -3.81 -3.69
H 5.07 0.09 -1.57
H 6.84 0.01 -1.73
H 6.11 0.67 -0.26
H 8.28 -1.71 0.95
H 9.09 -2.73 -0.27
H 8.84 -3.34 1.38
C -5.55 8.61 -1.17
O -5.62 9.51 -0.05
P -5.18 8.86 1.44
O -6.31 7.88 1.51
O -5.60 10.28 2.15
C -5.52 11.53 1.48
O -4.52 8.35 2.90
C -3.26 8.91 3.29
H -5.73 9.19 -2.07
H -4.56 8.16 -1.23
H -6.30 7.84 -1.08
H -6.44 11.71 0.92
H -4.66 11.59 0.82
H -5.42 12.31 2.24
H -3.38 9.95 3.60
H -2.53 8.84 2.48
H -2.88 8.33 4.13
C -0.83 -7.84 -2.87
O -0.06 -8.70 -2.02
P 1.52 -8.97 -2.49
O 1.29 -9.66 -3.79
O 1.77 -10.02 -1.27
C 0.98 -10.02 -0.07
O 3.15 -8.71 -2.65
C 3.79 -7.90 -1.64
H -1.79 -7.65 -2.38
H -0.33 -6.89 -3.02
H -1.02 -8.32 -3.83
H 0.08 -10.62 -0.22
H 0.71 -9.02 0.23
H 1.58 -10.47 0.72
H 3.87 -8.46 -0.70
H 3.23 -6.98 -1.47
H 4.78 -7.64 -1.98
*
```

Entry from the Open Molecules 2025 dataset: 10 unconnected molecules or ions with the total composition C13H46FN2O9 (ωB97M-V/def2-TZVPD).

Values from the calculation:
Energy relative to the best compared isomer or geometry (same formula, charge and spin) (kJ/mol): 0.00
LUMO (eV): 2.04
E_HOMO (eV): -1.772

Geometry as ORCA input:
```
! RIJCOSX wB97M-V def2-TZVPD def2/J DEFGRID3
* xyz -1 1
C 1.82 -2.41 -4.55
C 2.55 -1.44 -3.62
F 3.14 -2.21 -2.60
C 1.64 -0.35 -3.04
N 2.18 0.53 -2.06
C 2.26 -0.02 -0.76
N 3.65 -0.28 -0.27
H 2.37 -2.55 -5.48
H 0.82 -2.03 -4.80
H 1.74 -3.38 -4.07
H 3.36 -0.95 -4.16
H 1.37 0.24 -3.93
H 0.70 -0.84 -2.71
H 1.84 0.71 -0.04
H 1.69 -0.96 -0.65
H 3.86 -1.27 -0.24
H 4.24 0.13 -1.00
C 5.38 3.50 0.08
O 5.30 2.33 -0.70
H 6.34 3.50 0.58
H 5.30 4.41 -0.53
H 4.59 3.53 0.85
H 4.43 2.29 -1.13
C 7.05 5.37 3.31
O 6.55 5.61 2.00
H 6.85 4.32 3.53
H 8.13 5.54 3.38
H 6.55 5.99 4.06
H 6.72 6.53 1.78
C -1.42 1.08 0.38
O -1.20 0.82 -0.99
H -2.32 0.54 0.69
H -0.58 0.72 0.99
H -1.56 2.14 0.59
H -0.37 1.25 -1.24
C -1.11 0.19 4.29
O -1.70 1.25 3.53
H -0.28 -0.19 3.70
H -0.72 0.56 5.24
H -1.83 -0.61 4.46
H -2.44 1.60 4.03
C -4.17 -2.88 4.26
O -3.83 -1.70 3.56
H -3.29 -3.52 4.26
H -4.44 -2.67 5.31
H -4.99 -3.42 3.78
H -4.60 -1.11 3.56
C -2.47 -1.53 -5.79
O -1.43 -0.60 -5.60
H -2.39 -2.26 -4.99
H -3.46 -1.06 -5.73
H -2.39 -2.05 -6.75
H -1.47 0.06 -6.29
C -7.32 -0.62 3.51
O -6.19 0.23 3.68
H -7.17 -1.47 4.19
H -8.25 -0.12 3.78
H -7.39 -1.00 2.49
H -6.29 0.98 3.09
C -5.04 -4.45 -6.42
O -4.67 -3.41 -7.32
H -4.14 -5.00 -6.19
H -5.45 -4.04 -5.49
H -5.77 -5.13 -6.87
H -5.45 -2.90 -7.54
C 2.65 1.09 5.05
O 1.87 0.07 5.68
H 2.38 2.03 5.52
H 3.72 0.92 5.18
H 2.43 1.16 3.98
H 2.09 -0.76 5.26
*
```

Energy / eV: -89639.51982 -91214.31392 -38346.94593
Orbital gap / eV: 6.50 3.51 3.82
Molecular weight / g mol⁻¹: 779.3 718.3 393.5